No. 1
Entry from OMol25: a structure of composition C40H36CuN3O2P in a non-equilibrium geometry (ωB97M-V/def2-TZVPD).

```
! RIJCOSX wB97M-V def2-TZVPD def2/J DEFGRID3
* xyz -2 2
Cu 0.179 -1.397 0.208
C 0.205 -5.377 -1.443
C 0.772 -4.177 -0.691
O -0.092 -3.231 -0.532
C 2.062 -4.264 -0.247
C 2.820 -3.209 0.436
C 3.419 -3.505 1.795
N 3.149 -2.066 -0.044
N 3.081 -1.746 -1.346
C 2.086 -1.193 -1.948
O 0.904 -0.904 -1.516
C 2.366 -0.778 -3.359
C 1.339 -0.256 -4.143
C 1.582 0.167 -5.442
C 2.854 0.078 -5.986
C 3.884 -0.457 -5.217
C 3.642 -0.880 -3.921
H -0.824 -5.550 -1.123
H 0.796 -6.279 -1.280
H 0.193 -5.156 -2.513
H 2.570 -5.217 -0.371
H 4.439 -3.884 1.672
H 2.834 -4.248 2.334
H 3.462 -2.585 2.378
H 0.347 -0.192 -3.711
H 0.773 0.574 -6.039
H 3.047 0.423 -6.996
H 4.881 -0.538 -5.636
H 4.429 -1.301 -3.311
C -4.593 3.566 1.888
C -4.570 2.220 2.229
C -3.458 1.445 1.941
C -2.352 1.982 1.283
C -2.386 3.335 0.956
C -3.487 4.121 1.262
P -0.932 0.876 0.819
C 0.450 2.054 0.454
C 1.096 1.926 -0.775
C 2.258 2.631 -1.054
C 2.777 3.513 -0.120
C 2.111 3.703 1.081
C 0.963 2.977 1.366
C -0.527 0.629 2.706
C -0.777 1.558 3.697
C -0.561 1.279 5.058
C -0.176 0.028 5.448
C -0.025 -0.999 4.490
C 0.205 -2.334 4.892
C 0.242 -3.326 3.955
C 0.126 -3.018 2.585
C -0.020 -1.730 2.123
C -0.159 -0.694 3.098
H -5.463 4.173 2.111
H -5.426 1.774 2.722
H -3.442 0.407 2.252
H -1.532 3.781 0.464
H -3.481 5.174 1.002
H 0.685 1.241 -1.499
H 2.771 2.476 -1.997
H 3.694 4.054 -0.326
H 2.498 4.401 1.816
H 0.478 3.135 2.315
H -1.165 2.537 3.444
H -0.727 2.058 5.796
H -0.030 -0.204 6.499
H 0.322 -2.554 5.949
H 0.377 -4.359 4.263
H 0.177 -3.834 1.871
C -1.076 3.283 -2.308
C -2.019 2.136 -2.091
C -3.159 1.898 -2.832
C -3.678 0.661 -2.382
C -2.831 0.210 -1.390
C -2.957 -1.130 -0.718
N -1.814 1.123 -1.190
H -1.601 4.075 -2.847
H -0.215 2.980 -2.914
H -0.683 3.697 -1.380
H -3.556 2.530 -3.616
H -4.558 0.146 -2.743
H -3.905 -1.578 -1.026
H -2.944 -1.081 0.371
H -2.146 -1.804 -1.007
*
```

Computed properties:
- HOMO level (alpha / beta): -1.601 / -1.604 eV
- Calculated total energy: -3842.41173 Eh



No. 2
Entry from OMol25: the ion C15H24NO with charge +1 in a non-equilibrium geometry (ωB97M-V/def2-TZVPD).

```
! RIJCOSX wB97M-V def2-TZVPD def2/J DEFGRID3
* xyz 1 1
C -0.982 -3.291 3.020
C -1.373 -2.990 1.586
C -2.088 -3.865 0.845
C -2.434 -3.366 -0.542
C -2.010 -2.145 -1.268
C -2.395 -1.722 -2.379
C -1.262 -1.180 -0.269
O -0.650 -0.059 -0.753
C -1.649 1.045 -0.456
C -0.747 2.344 -0.641
C 0.554 2.558 0.046
N 1.292 1.421 -0.379
C 2.225 1.618 -1.246
C 3.470 2.415 -0.911
C 3.313 2.386 0.710
C 2.365 1.231 0.881
C -0.973 -1.454 1.052
H -0.293 -4.207 2.974
H -1.713 -3.398 3.700
H -0.501 -2.484 3.513
H -2.530 -4.510 1.332
H -2.911 -4.093 -1.210
H -2.379 -2.510 -3.210
H -1.743 -0.872 -2.864
H -3.353 -1.398 -2.247
H -1.776 0.997 0.712
H -2.457 0.936 -1.083
H -0.655 2.438 -1.836
H -1.632 3.219 -0.645
H 0.000 2.635 0.947
H 0.943 3.411 -0.097
H 0.663 0.531 -0.300
H 2.511 0.791 -1.549
H 1.908 1.945 -2.159
H 3.251 3.654 -1.053
H 4.193 2.163 -1.343
H 3.132 3.082 1.259
H 4.296 2.043 1.207
H 2.732 0.384 1.015
H 1.821 1.339 2.033
H -0.165 -1.044 1.607
*
```

Computed properties:
- Energy relative to the best compared isomer or geometry (same formula, charge and spin): 1371.8 kJ/mol
- HOMO level: -10.835 eV
- Calculated total energy: -715.19051 Eh



No. 3
Entry from OMol25: a cluster of 2 separate species, CH3N3O3 in total in a non-equilibrium geometry (ωB97M-V/def2-TZVPD).

```
! RIJCOSX wB97M-V def2-TZVPD def2/J DEFGRID3
* xyz 0 1
N -3.807 0.797 -0.452
N -2.841 0.277 -0.353
O -1.814 -0.246 -0.167
N 0.535 0.705 -0.322
O 1.762 0.206 0.373
C 1.717 -1.148 0.646
O 2.553 -1.627 1.309
H 0.304 1.708 0.032
H 0.805 0.849 -1.239
H 0.786 -1.521 0.174
*
```

Computed properties:
- Energy relative to the best compared isomer or geometry (same formula, charge and spin): 157.2 kJ/mol
- HOMO level: -10.501 eV
- Calculated total energy: -429.75591 Eh



No. 4
Entry from OMol25: a structure of composition C27H15Cl5N2NaO2S5 (ωB97M-V/def2-TZVPD).

```
! RIJCOSX wB97M-V def2-TZVPD def2/J DEFGRID3
* xyz -2 2
Na 0.491 -0.719 -0.175
Cl 5.276 -0.517 5.809
C 4.434 -0.506 4.296
C 3.048 -0.667 4.246
Cl 2.169 -0.876 5.720
C 2.375 -0.663 3.039
Cl 0.662 -0.860 2.970
C 3.037 -0.495 1.780
O 2.428 -0.497 0.683
C 4.456 -0.328 1.884
Cl 5.313 -0.117 0.400
C 5.125 -0.336 3.095
Cl 6.844 -0.132 3.133
S -1.741 -3.635 -1.270
C -0.667 -2.966 -0.317
S -4.909 7.015 1.946
C -3.843 6.009 1.142
S -4.283 4.422 0.596
C -2.633 4.121 -0.016
N -1.863 5.144 0.208
N -2.538 6.187 0.837
C -1.729 7.315 1.126
C -0.365 7.104 1.325
C 0.468 8.177 1.595
C -0.041 9.466 1.663
C -1.396 9.672 1.449
C -2.243 8.607 1.179
S -2.231 2.666 -0.766
H 0.020 6.098 1.254
H 1.524 8.000 1.754
H 0.613 10.302 1.877
H -1.804 10.674 1.489
H -3.295 8.772 1.014
O -0.060 -0.343 -2.199
S -1.117 0.338 -2.995
C -1.295 -0.685 -4.469
C -2.029 -0.247 -5.564
C -2.190 -1.087 -6.652
C -1.629 -2.360 -6.639
C -0.915 -2.792 -5.532
C -0.750 -1.956 -4.435
C -0.322 1.713 -3.832
C 1.015 1.612 -4.187
C 1.630 2.682 -4.813
C 0.909 3.842 -5.076
C -0.423 3.938 -4.700
C -1.044 2.872 -4.063
H -2.459 0.748 -5.566
H -2.754 -0.752 -7.514
H -1.761 -3.018 -7.490
H -0.497 -3.790 -5.508
H -0.230 -2.282 -3.542
H 1.559 0.706 -3.946
H 2.676 2.621 -5.085
H 1.396 4.683 -5.555
H -0.970 4.856 -4.870
H -2.059 2.953 -3.695
*
```

Computed properties:
- Energy relative to the best compared isomer or geometry (same formula, charge and spin): 10.6 kJ/mol
- HOMO level (alpha / beta): 0.168 / -2.808 eV
- Calculated total energy: -5752.12764 Eh